Below is an isolated ion of composition C4H9N4O and charge +1 in a non-equilibrium geometry, with properties calculated with ωB97M-V/def2-TZVPD.

Calculated values
total charge = +1
relative energy (zero: lowest compared OMol25 entry of this formula, charge and spin) = 377.66 kJ/mol
HOMO-LUMO gap = 7.67 eV
HOMO = -10.98 eV
lowest unoccupied orbital energy = -3.312 eV
F_max = 4.46 eV/Å
multiplicity = 1

Bonds (Å) are listed after each position.
Geometry (Å):
1 C 0.432 1.573 -0.710  N5 1.337, O9 1.350, H10 1.003
2 C 1.576 -0.154 0.466  N5 1.307, N8 1.416, H11 1.097
3 C -1.397 0.393 0.175  N6 1.460, N7 1.430, O9 1.359, H12 1.196
4 C -0.135 -1.298 -0.905  N7 1.338, N8 1.341, H13 1.120
5 N 1.468 1.041 -0.053  C1 1.337, C2 1.307, H14 0.991
6 N -0.717 0.145 1.442  C3 1.460, H15 0.941, H16 1.086
7 N -1.339 -0.770 -0.655  C3 1.430, C4 1.338, H17 1.097
8 N 0.956 -1.280 -0.126  C2 1.416, C4 1.341, H18 1.003
9 O -0.898 1.453 -0.514  C1 1.350, C3 1.359
10 H 0.571 2.347 -1.332  C1 1.003
11 H 2.468 -0.377 1.064  C2 1.097
12 H -2.511 0.797 0.330  C3 1.196
13 H -0.089 -2.156 -1.624  C4 1.120
14 H 2.221 1.669 0.092  N5 0.991
15 H -1.264 0.548 2.094  N6 0.941
16 H -0.727 -0.915 1.679  N6 1.086
17 H -2.157 -0.924 -1.370  N7 1.097
18 H 1.541 -2.093 -0.053  N8 1.003